1.
Below is a single C6H12N2 molecule in a non-equilibrium geometry, with properties calculated with ωB97M-V/def2-TZVPD.

Each line ends with the natural charge from an NBO analysis.
CARTESIAN COORDINATES (ANGSTROEM)
C -0.4179 -1.2922 -1.1746  -0.6896
C -0.2142 -1.4174 0.3116  0.2486
C -0.4805 -2.7622 0.9171  -0.6398
N 0.1045 -0.4891 1.1103  -0.2736
N 0.7143 0.6568 1.1243  -0.2387
C -0.0523 2.0838 1.3101  -0.2418
C 0.9004 1.8496 0.2213  -0.1021
C 0.4439 1.8820 -1.2154  -0.6266
H -0.4043 -2.2819 -1.6350  0.2146
H -1.3542 -0.8076 -1.4017  0.2232
H 0.4051 -0.7658 -1.6508  0.2221
H -0.4087 -2.7104 2.0143  0.2351
H -1.4619 -3.1257 0.6206  0.2061
H 0.2207 -3.4996 0.5256  0.2130
H 0.2605 2.6124 2.1959  0.2074
H -1.1206 2.0793 1.1045  0.2010
H 1.9067 2.2431 0.3493  0.2044
H 0.3776 2.9167 -1.5372  0.2157
H -0.5590 1.4625 -1.3165  0.2084
H 1.1401 1.3659 -1.8736  0.2125

As for the total charge: 0. The maximum force comes out at 0.115 hartree/bohr. The energy relative to the best compared isomer or geometry (same formula, charge and spin) comes out at 3.7016 eV. The SMILES is CC(C)=NN1C[C@@H]1C. As for the lowest unoccupied orbital energy: 0.03754 Eh. The calculation puts the highest occupied orbital energy at -7.290 eV. Its multiplicity is 1. The calculation puts the HOMO-LUMO gap at 8.3116 eV. The calculated total energy is -9393.14821 eV.



2.
Below is 2 unconnected molecules or ions with the total composition C3H7Cl in a non-equilibrium geometry, with properties calculated with ωB97M-V/def2-TZVPD.

Each line ends with the natural charge from an NBO analysis.
CARTESIAN COORDINATES (ANGSTROEM)
C 0.7863 0.9022 -1.1390  -0.6932
C -0.6307 0.5988 -0.9020  -0.2627
C -0.4287 -1.3609 1.7816  -0.4299
Cl 1.1573 -1.7404 1.3027  0.0356
H 1.3862 0.9144 -0.2722  0.2256
H 1.2209 0.4354 -2.0356  0.2147
H 0.7992 1.9601 -1.3904  0.2103
H -1.0948 1.4527 -0.4903  0.1495
H -1.1228 -0.2693 -0.7569  0.1611
H -1.1692 -2.0831 1.2776  0.1788
H -0.9036 -0.8098 2.6247  0.2102

As for the total charge: 0. The maximum force comes out at 0.066 hartree/bohr. The energy relative to the best compared isomer or geometry (same formula, charge and spin) comes out at 4.2598 eV. As for the lowest unoccupied orbital energy (alpha / beta): 0.00238 / 0.02401 Eh. The calculation puts the highest occupied orbital energy (alpha / beta) at -8.076 / -8.457 eV. Its multiplicity is 1. The calculation puts the HOMO-LUMO gap (alpha / beta) at 8.1407 / 9.1101 eV. The calculated total energy is -15742.35998 eV.



3.
Below is 2 unconnected molecules or ions with the total composition C3H7NO4P in a non-equilibrium geometry, with properties calculated with ωB97M-V/def2-TZVPD.

Each line ends with the natural charge from an NBO analysis.
CARTESIAN COORDINATES (ANGSTROEM)
C 1.1250 -1.2058 1.3083  0.6601
C -0.8133 1.1014 1.0341  -0.4436
C 0.9248 -0.3752 0.0617  -0.3934
N 0.3060 0.8016 0.1508  -0.5245
O 1.8620 -2.3412 1.2454  -0.7219
O 2.3389 -2.0109 -1.4100  -1.1924
O 0.7204 -0.8779 2.4375  -0.7030
O 1.2355 0.0920 -2.5105  -1.0435
P 2.2670 -0.5300 -1.2303  1.3867
H -1.7841 0.6698 0.6010  0.1797
H -0.4330 0.7663 2.0570  0.2769
H -1.0153 2.1312 0.9933  0.1797
H 0.2480 -1.6483 -0.7033  -0.0398
H 0.2828 1.1254 -0.7782  0.3915
H 2.3193 -2.4473 0.3704  0.5182
H 0.6252 -0.6936 -2.4732  0.4693

As for the total charge: -1. The maximum force comes out at 0.099 hartree/bohr. As for the expectation value of S²: 2.01. The energy relative to the best compared isomer or geometry (same formula, charge and spin) comes out at 2.3041 eV. As for the lowest unoccupied orbital energy (alpha / beta): 0.13837 / 0.06550 Eh. The calculation puts the highest occupied orbital energy (alpha / beta) at -1.078 / -4.033 eV. Its multiplicity is 3. The calculation puts the HOMO-LUMO gap (alpha / beta) at 4.8432 / 5.8152 eV. The calculated total energy is -22191.01571 eV.



4.
Below is 2 unconnected molecules or ions with the total composition C3H7N2S in a non-equilibrium geometry, with properties calculated with ωB97M-V/def2-TZVPD.

Each line ends with the natural charge from an NBO analysis.
CARTESIAN COORDINATES (ANGSTROEM)
C -0.1113 1.9661 -3.3715  0.2732
C 0.3772 -0.1219 0.4979  -0.0007
C -0.2886 -2.2192 1.3427  -0.4237
N 0.0872 1.8809 -2.2536  -0.3984
N -0.2610 -0.7776 1.3871  -0.5141
S 0.3243 1.7023 0.7070  0.2155
H -0.3054 2.0407 -4.4103  0.2649
H 1.6612 1.7912 0.6231  0.2004
H -1.3204 -2.5690 1.3535  0.2296
H 0.2076 -2.5597 0.4346  0.2468
H 0.2256 -2.6245 2.2152  0.2317
H -0.7787 -0.3751 2.1725  0.4037
H 0.1822 1.8659 -0.6982  0.2712

As for the total charge: +1. The maximum force comes out at 0.024 hartree/bohr. The energy relative to the best compared isomer or geometry (same formula, charge and spin) comes out at 3.8551 eV. As for the lowest unoccupied orbital energy: -0.12786 Eh. The calculation puts the highest occupied orbital energy at -13.256 eV. Its multiplicity is 1. The calculation puts the HOMO-LUMO gap at 9.7769 eV. The calculated total energy is -17029.71555 eV.



5.
Below is a gas-phase ion, C7H14N2O2 (charge +2) in a non-equilibrium geometry, with properties calculated with ωB97M-V/def2-TZVPD.

Each line ends with the natural charge from an NBO analysis.
CARTESIAN COORDINATES (ANGSTROEM)
C 0.6189 0.7120 1.0950  -0.4211
C -0.7508 0.0570 0.8652  -0.0983
C 1.0874 1.5211 -0.1248  -0.1907
C 0.0564 -1.7796 -0.5606  0.3102
C -1.1310 -0.8538 2.0356  -0.6259
C 0.3866 2.8775 -0.3748  -0.6060
C -0.0411 -2.6134 -1.7174  -0.7687
N -0.7787 -0.7174 -0.3844  0.0614
N 1.0314 0.7325 -1.2602  0.4154
O -1.6349 -0.4404 -1.2164  -0.1315
O 1.1256 0.8692 -2.4038  0.1076
H 0.5290 1.3707 1.9613  0.2972
H 1.3723 -0.0356 1.3550  0.2448
H -1.5274 0.8214 0.7445  0.2707
H 2.1616 1.7571 0.0302  0.3608
H 0.7697 -1.9907 0.2253  0.2495
H -2.0824 -1.3464 1.8446  0.2583
H -1.2552 -0.2439 2.9289  0.2732
H -0.3791 -1.6083 2.2525  0.2273
H 0.4064 3.4447 0.5559  0.2819
H -0.6490 2.7542 -0.6906  0.2492
H 0.9105 3.4466 -1.1427  0.2683
H -0.4842 -3.5904 -1.4330  0.3561
H 0.9385 -2.9461 -2.0842  0.3169
H -0.6803 -2.1981 -2.5009  0.2933

As for the total charge: +2. The maximum force comes out at 0.083 hartree/bohr. As for the expectation value of S²: 2.02. As for the lowest unoccupied orbital energy (alpha / beta): -0.42035 / -0.44159 Eh. The calculation puts the highest occupied orbital energy (alpha / beta) at -19.020 / -20.122 eV. Its multiplicity is 3. The calculation puts the HOMO-LUMO gap (alpha / beta) at 7.5816 / 8.1062 eV. The calculated total energy is -14536.35738 eV.



6.
Below is 8 unconnected molecules or ions with the total composition C4H25NO8, with properties calculated with ωB97M-V/def2-TZVPD.

Each line ends with the natural charge from an NBO analysis.
CARTESIAN COORDINATES (ANGSTROEM)
C 8.6691 1.2323 -36.6408  -0.2445
O 8.2379 0.5518 -35.4935  -0.5391
C 6.8403 0.5516 -35.3992  -0.0656
C 6.3295 -0.4662 -34.3762  -0.0668
C 7.1476 -1.7448 -34.4049  -0.6180
N 4.9450 -0.7717 -34.7021  -0.8373
H 8.4233 2.3001 -36.5664  0.1642
H 8.2531 0.7961 -37.5541  0.1680
H 9.7553 1.1735 -36.7250  0.1895
H 6.4584 1.5580 -35.1662  0.1611
H 6.3733 0.2845 -36.3607  0.1713
H 6.4465 -0.0396 -33.3673  0.1565
H 6.8528 -2.3450 -35.2690  0.2112
H 6.9580 -2.3564 -33.5142  0.1953
H 8.2189 -1.5691 -34.4060  0.2324
H 4.3275 0.0277 -34.6291  0.3667
H 4.5923 -1.4889 -34.0804  0.3553
O 0.4831 -4.7420 -34.6292  -0.9607
H 1.0461 -4.2342 -35.2270  0.4978
H 0.3967 -5.6148 -35.0254  0.4815
O 2.5514 -2.3892 -31.5163  -0.9550
H 3.4262 -2.6325 -31.1950  0.4798
H 2.1789 -1.8231 -30.8313  0.4840
O -1.7058 -1.3353 -31.0701  -0.9998
H -1.2867 -2.0806 -31.5552  0.5060
H -1.7447 -1.6030 -30.1484  0.4748
O 1.2856 -1.8453 -34.0444  -0.9867
H 0.5261 -1.6065 -33.4973  0.4853
H 1.9572 -2.1538 -33.4142  0.5004
O 0.3236 0.1215 -35.9740  -0.9724
H 0.8302 -0.4784 -35.4071  0.4868
H -0.5861 0.0004 -35.6790  0.4766
O -0.9460 -3.4663 -32.6232  -0.9943
H -0.4635 -3.7383 -33.4301  0.5227
H -1.7393 -4.0103 -32.6090  0.4764
O -1.8631 -0.3699 -33.8535  -0.9733
H -2.7902 -0.3694 -34.1104  0.4713
H -1.8808 -0.3879 -32.8853  0.4989

As for the total charge: 0. The maximum force comes out at 0.016 hartree/bohr. The energy relative to the best compared isomer or geometry (same formula, charge and spin) comes out at 1.2962 eV. The SMILES is COC[C@H](C)N.O.O.O.O.O.O.O. As for the lowest unoccupied orbital energy: 0.00698 Eh. The calculation puts the highest occupied orbital energy at -9.186 eV. Its multiplicity is 1. The calculation puts the HOMO-LUMO gap at 9.3764 eV. The calculated total energy is -22423.78485 eV.



> Which value of total charge does entry 4 give?

+1



> Look up the total charge of the first one.

0



> The lowest maximum force belongs to which entry?

C4H25NO8